1.
Entry from the Open Molecules 2025 dataset: one molecule with the formula C16H15ClN2O2S in a non-equilibrium geometry (ωB97M-V/def2-TZVPD).

Its HOMO-LUMO gap is 8.870 eV. The calculated total energy is -47268.5192 eV. For the energy relative to the best compared isomer or geometry (same formula, charge and spin), the calculation gives 0.0000 eV. As for the SMILES: Cc1c(Cl)cccc1NC(=S)NCc1ccc2c(c1)OCO2.

CARTESIAN COORDINATES (ANGSTROEM)
H1 0.63 2.21 3.06
H2 0.26 1.00 4.30
C1 0.20 -2.12 1.65
H3 0.80 1.55 -3.00
C2 -1.46 -1.07 -1.40
H4 1.46 -2.76 0.05
C3 -1.61 0.23 -1.01
C4 -0.78 1.18 -1.61
H5 -2.34 0.51 -0.26
C5 -0.76 2.58 -1.04
Cl1 -1.36 -1.31 3.68
H6 -1.17 -4.01 -0.96
O1 -0.57 -2.81 -2.53
C6 -0.52 -1.45 -2.35
H7 -0.24 3.28 -1.70
H8 -1.77 2.95 -0.83
H9 2.50 -0.53 -0.25
C7 0.15 0.80 -2.56
H10 2.95 1.68 1.01
H11 -0.28 -3.08 1.78
C8 1.33 2.51 0.21
H12 -2.38 -3.75 -2.26
N1 1.95 1.65 1.09
H13 1.02 -0.82 -3.70
O2 -2.13 -2.18 -0.95
C9 0.43 0.20 2.34
N2 -0.03 2.50 0.21
C10 1.38 0.37 1.34
C11 0.30 -0.53 -2.96
S1 2.22 3.53 -0.72
C12 -1.59 -3.27 -1.67
C13 -0.15 -1.06 2.47
H14 -1.00 1.54 3.21
C14 0.06 1.31 3.28
C15 1.76 -0.70 0.52
C16 1.17 -1.94 0.68
H15 -0.44 1.82 0.85

Let us look at the Löwdin charges, expressed in e, one per atom: atom 1 (H): 0.079, atom 2 (H): 0.082, atom 3 (C): -0.104, atom 4 (H): 0.107, atom 5 (C): -0.208, atom 6 (H): 0.113, atom 7 (C): 0.048, atom 8 (C): -0.213, atom 9 (H): 0.132, atom 10 (C): -0.155, atom 11 (Cl): 0.717, atom 12 (H): 0.135, atom 13 (O): 0.032, atom 14 (C): -0.215, atom 15 (H): 0.084, atom 16 (H): 0.124, atom 17 (H): 0.124, atom 18 (C): -0.036, atom 19 (H): 0.121, atom 20 (H): 0.106, atom 21 (C): -0.893, atom 22 (H): 0.141, atom 23 (N): 0.041, atom 24 (H): 0.120, atom 25 (O): 0.033, atom 26 (C): -0.251, atom 27 (N): 0.018, atom 28 (C): -0.216, atom 29 (C): 0.016, atom 30 (S): 0.640, atom 31 (C): -0.161, atom 32 (C): -0.605, atom 33 (H): 0.080, atom 34 (C): -0.065, atom 35 (C): -0.006, atom 36 (C): -0.070, atom 37 (H): 0.102

***

2.
Entry from the Open Molecules 2025 dataset: one molecule with the formula C16H15ClN2O3S in a non-equilibrium geometry (ωB97M-V/def2-TZVPD).

Its HOMO-LUMO gap is 8.222 eV. The calculated total energy is -49303.6203 eV. For the energy relative to the best compared isomer or geometry (same formula, charge and spin), the calculation gives 12.9404 eV. As for the SMILES: CCOC(=O)Cc1csc(NC(=O)/C=C/c2ccc(Cl)cc2)n1.

CARTESIAN COORDINATES (ANGSTROEM)
H1 -6.98 -0.34 -1.90
H2 4.35 3.89 -0.54
H3 5.41 2.11 0.74
N1 0.74 -1.09 0.87
N2 -0.47 -2.79 2.51
H4 4.90 3.63 -1.77
C1 -2.15 -1.65 0.90
C2 -4.04 -1.01 -0.49
C3 -1.72 -2.79 1.95
H5 3.91 -1.00 1.75
H6 -0.18 -3.47 3.08
H7 5.97 4.01 -0.61
H8 1.28 1.02 -0.38
H9 -1.36 -1.32 0.59
C4 -4.99 0.75 -2.26
O1 4.34 1.32 -0.82
C5 -5.32 -0.90 -0.64
C6 2.02 -0.74 0.84
C7 0.76 -2.18 2.01
C8 -3.72 0.74 -2.09
H10 -3.15 1.44 -2.79
O2 -2.49 -3.36 2.72
H11 -5.89 -1.51 -0.12
C9 2.21 0.29 -0.24
C10 -3.38 -1.64 0.60
C11 5.26 2.14 -0.39
C12 -5.79 -0.20 -1.80
C13 5.10 3.59 -0.86
H12 2.48 -0.02 -1.15
C14 2.88 -1.17 1.63
S1 2.24 -2.52 2.89
O3 3.28 2.27 1.28
H13 6.22 1.66 -0.87
H14 -2.05 -0.23 -1.08
C15 3.31 1.45 0.25
H15 -4.17 -2.31 1.08
C16 -3.13 0.07 -1.04
Cl1 -5.71 1.85 -3.82

Let us look at the Löwdin charges, expressed in e, one per atom: atom 1 (H): 0.168, atom 2 (H): -0.029, atom 3 (H): 0.136, atom 4 (N): 0.121, atom 5 (N): 0.077, atom 6 (H): 0.024, atom 7 (C): 0.040, atom 8 (C): -0.215, atom 9 (C): -0.350, atom 10 (H): 0.064, atom 11 (H): 0.065, atom 12 (H): 0.072, atom 13 (H): 0.169, atom 14 (H): -0.040, atom 15 (C): -0.471, atom 16 (O): -0.024, atom 17 (C): -0.039, atom 18 (C): -0.556, atom 19 (C): -0.420, atom 20 (C): -0.162, atom 21 (H): 0.139, atom 22 (O): 0.057, atom 23 (H): 0.077, atom 24 (C): 0.015, atom 25 (C): -0.060, atom 26 (C): -0.341, atom 27 (C): -0.061, atom 28 (C): 0.009, atom 29 (H): 0.060, atom 30 (C): -0.245, atom 31 (S): 1.013, atom 32 (O): 0.032, atom 33 (H): 0.157, atom 34 (H): 0.134, atom 35 (C): -0.198, atom 36 (H): 0.156, atom 37 (C): 0.053, atom 38 (Cl): 0.375

***

3.
Entry from the Open Molecules 2025 dataset: C16H15ClSTm as an isolated structure in a non-equilibrium geometry (ωB97M-V/def2-TZVPD).

Its HOMO-LUMO gap (alpha / beta) is 7.046 / 7.054 eV. The calculated total energy is -69727.5271 eV. As for the expectation value of S²: 2.0026. As for the charge: -1. The spin multiplicity is 3.

CARTESIAN COORDINATES (ANGSTROEM)
C1 1.63 1.06 -2.72
H1 2.28 2.34 -0.98
C2 -1.85 1.12 -2.08
H2 -2.30 -0.78 4.31
H3 -1.85 2.20 -2.23
C3 -1.39 0.45 2.81
H4 2.58 -1.99 -1.65
C4 2.34 -0.94 -1.78
H5 -2.71 -1.76 -0.56
H6 -2.33 0.76 2.36
H7 1.28 1.80 -3.44
C5 -2.43 0.43 -0.97
C6 1.73 -0.35 -2.94
H8 1.98 0.82 2.33
Tm1 -0.07 -0.12 -0.87
C7 -0.14 -0.83 4.44
C8 2.17 1.35 -1.42
C9 -0.18 0.91 2.24
C10 2.63 0.12 -0.84
H9 -1.42 -2.12 -2.92
H10 3.13 0.00 0.10
C11 -1.38 0.13 -3.00
C12 -2.30 -0.97 -1.19
Cl1 0.21 -2.21 0.39
C13 -1.63 -1.16 -2.44
C14 -1.36 -0.42 3.89
H11 2.02 -0.74 4.28
C15 1.07 -0.39 3.88
C16 1.06 0.48 2.80
H12 -0.12 -1.50 5.30
S1 -0.20 1.95 0.89
H13 1.46 -0.88 -3.85
H14 -2.97 0.90 -0.14
H15 -0.96 0.33 -3.99

Let us look at the Löwdin charges, expressed in e, one per atom: atom 1 (C): -0.207, atom 2 (H): 0.078, atom 3 (C): -0.220, atom 4 (H): 0.091, atom 5 (H): 0.110, atom 6 (C): -0.141, atom 7 (H): 0.080, atom 8 (C): -0.237, atom 9 (H): 0.099, atom 10 (H): 0.088, atom 11 (H): 0.088, atom 12 (C): -0.260, atom 13 (C): -0.215, atom 14 (H): 0.091, atom 15 (Tm): 0.840, atom 16 (C): -0.118, atom 17 (C): -0.228, atom 18 (C): -0.774, atom 19 (C): -0.226, atom 20 (H): 0.109, atom 21 (H): 0.084, atom 22 (C): -0.223, atom 23 (C): -0.266, atom 24 (Cl): -0.045, atom 25 (C): -0.229, atom 26 (C): -0.116, atom 27 (H): 0.093, atom 28 (C): -0.114, atom 29 (C): -0.150, atom 30 (H): 0.084, atom 31 (S): 0.546, atom 32 (H): 0.089, atom 33 (H): 0.093, atom 34 (H): 0.106

***

4.
Entry from the Open Molecules 2025 dataset: one molecule with the formula C16H15N3O in a non-equilibrium geometry (ωB97M-V/def2-TZVPD).

Its HOMO-LUMO gap is 8.796 eV. The calculated total energy is -23353.7395 eV. For the energy relative to the best compared isomer or geometry (same formula, charge and spin), the calculation gives 0.0015 eV. As for the SMILES: Cc1ccc(C)c(NC(=O)c2cc3ccccn3n2)c1.

CARTESIAN COORDINATES (ANGSTROEM)
C1 4.63 2.51 -0.75
C2 2.12 -2.42 1.02
C3 4.12 -1.04 0.44
C4 2.59 1.12 -0.27
H1 5.43 2.78 -0.07
C5 -3.88 -0.63 -0.39
O1 0.12 -2.01 -1.04
C6 -5.28 -0.76 -0.50
C7 3.97 1.24 -0.32
C8 1.97 -0.07 0.11
C9 2.74 -1.16 0.50
H2 -5.68 -1.66 -0.94
C10 -0.25 -1.01 -0.46
C11 -1.67 -0.65 -0.32
H3 3.91 3.33 -0.79
H4 5.07 2.39 -1.74
N1 -3.37 0.53 0.18
H5 -2.75 -2.37 -1.18
H6 -6.15 2.19 0.87
H7 4.74 -1.88 0.74
C12 -4.17 1.53 0.62
C13 4.73 0.13 0.04
H8 0.10 0.76 0.39
C14 -6.08 0.24 -0.05
H9 1.63 -2.96 0.20
H10 2.86 -3.06 1.47
C15 -2.78 -1.40 -0.72
C16 -5.52 1.40 0.52
N2 -2.05 0.52 0.22
H11 -3.66 2.38 1.05
N3 0.57 -0.09 0.12
H12 1.35 -2.19 1.75
H13 -7.16 0.16 -0.13
H14 1.97 1.96 -0.55
H15 5.81 0.19 0.00

Let us look at the Löwdin charges, expressed in e, one per atom: atom 1 (C): -0.054, atom 2 (C): -0.042, atom 3 (C): -0.038, atom 4 (C): 0.018, atom 5 (H): 0.078, atom 6 (C): -0.184, atom 7 (O): 0.078, atom 8 (C): -0.011, atom 9 (C): -0.284, atom 10 (C): -0.182, atom 11 (C): -0.204, atom 12 (H): 0.117, atom 13 (C): -0.424, atom 14 (C): -0.187, atom 15 (H): 0.072, atom 16 (H): 0.083, atom 17 (N): -0.078, atom 18 (H): 0.115, atom 19 (H): 0.103, atom 20 (H): 0.110, atom 21 (C): -0.029, atom 22 (C): -0.051, atom 23 (H): 0.126, atom 24 (C): -0.078, atom 25 (H): 0.071, atom 26 (H): 0.076, atom 27 (C): 0.056, atom 28 (C): -0.068, atom 29 (N): 0.127, atom 30 (H): 0.127, atom 31 (N): 0.136, atom 32 (H): 0.088, atom 33 (H): 0.104, atom 34 (H): 0.118, atom 35 (H): 0.110

***

5.
Entry from the Open Molecules 2025 dataset: one molecule with the formula C16H15N3O3S in a non-equilibrium geometry (ωB97M-V/def2-TZVPD).

Its HOMO-LUMO gap is 8.555 eV. The calculated total energy is -38282.0075 eV. For the energy relative to the best compared isomer or geometry (same formula, charge and spin), the calculation gives 1.6224 eV. As for the SMILES: COc1ccc(C(=O)CSc2nnc(-c3ccco3)n2C)cc1.

CARTESIAN COORDINATES (ANGSTROEM)
O1 1.22 -0.99 -2.93
H1 -2.94 -0.69 -0.81
C1 -2.18 -0.15 1.11
O2 -1.84 1.03 -2.28
H2 -0.66 -2.88 0.01
C2 -1.24 2.07 -3.02
C3 2.32 0.63 -3.99
C4 -1.10 0.58 3.27
H3 2.93 1.66 -2.11
H4 -0.23 2.53 1.72
C5 -0.95 1.96 -0.21
H5 -0.15 2.07 -2.90
C6 2.42 0.87 -2.61
H6 -0.80 -1.12 4.56
H7 0.68 -0.34 3.97
H8 -0.60 -1.97 -1.53
C7 -0.01 -2.40 -0.72
C8 -0.33 -0.67 3.69
C9 -0.82 1.82 1.16
N1 2.00 0.38 0.36
N2 0.71 -1.35 -0.06
H9 1.25 -1.06 -4.99
C10 1.50 -0.37 -0.60
H10 2.74 1.22 -4.78
H11 0.68 -3.13 -1.13
S1 -0.13 -1.99 2.46
C11 0.78 -1.10 1.28
C12 -1.40 0.75 1.83
H12 -1.64 3.04 -2.74
C13 1.73 -0.15 -1.99
N3 1.55 -0.07 1.53
H13 -1.48 1.86 -4.06
C14 -1.69 1.03 -0.93
C15 -2.34 -0.01 -0.25
H14 -2.68 -0.96 1.63
O3 -1.36 1.41 4.11
H15 -0.45 2.78 -0.70
C16 1.58 -0.51 -4.13

Let us look at the Löwdin charges, expressed in e, one per atom: atom 1 (O): 0.039, atom 2 (H): 0.122, atom 3 (C): -0.065, atom 4 (O): -0.081, atom 5 (H): 0.072, atom 6 (C): -0.077, atom 7 (C): -0.057, atom 8 (C): -0.404, atom 9 (H): 0.116, atom 10 (H): 0.129, atom 11 (C): -0.007, atom 12 (H): 0.080, atom 13 (C): -0.010, atom 14 (H): 0.089, atom 15 (H): 0.089, atom 16 (H): 0.092, atom 17 (C): -0.020, atom 18 (C): -0.356, atom 19 (C): -0.012, atom 20 (N): 0.090, atom 21 (N): -0.024, atom 22 (H): 0.122, atom 23 (C): -0.241, atom 24 (H): 0.104, atom 25 (H): 0.105, atom 26 (S): 0.986, atom 27 (C): -0.634, atom 28 (C): -0.207, atom 29 (H): 0.098, atom 30 (C): -0.209, atom 31 (N): 0.037, atom 32 (H): 0.097, atom 33 (C): -0.278, atom 34 (C): -0.011, atom 35 (H): 0.110, atom 36 (O): 0.115, atom 37 (H): 0.111, atom 38 (C): -0.109

***

6.
Entry from the Open Molecules 2025 dataset: one molecule with the formula C16H15N3O5S in a non-equilibrium geometry (ωB97M-V/def2-TZVPD).

Its HOMO-LUMO gap is 8.506 eV. The calculated total energy is -42375.3506 eV. As for the SMILES: NS(=O)(=O)c1ccc(CNC(=O)/C=C/c2ccccc2[N+](=O)[O-])cc1.

CARTESIAN COORDINATES (ANGSTROEM)
C1 1.07 2.53 0.12
H1 2.15 1.04 -1.46
H2 0.99 -1.82 2.43
H3 -1.20 3.47 1.47
C2 0.14 1.57 0.18
C3 3.85 0.22 -0.57
H4 -4.21 0.36 -0.87
N1 -1.53 -3.52 -0.66
C4 -3.23 2.97 1.03
N2 2.88 1.29 -0.80
C5 1.40 -1.78 1.43
H5 0.46 0.54 0.23
C6 0.71 -2.40 0.40
O1 -2.51 -1.00 -1.68
H6 -2.04 -2.86 -1.23
C7 2.54 -1.06 1.14
C8 -4.09 2.09 0.39
H7 0.64 -2.92 -1.66
H8 0.83 3.58 0.09
C9 2.97 -0.95 -0.18
N3 -1.71 -0.16 -1.30
C10 2.33 -1.68 -1.18
O2 -1.10 -3.77 1.81
C11 -3.57 1.05 -0.35
C12 2.50 2.12 0.21
O3 3.23 2.46 1.11
H9 2.69 -1.62 -2.20
O4 -1.63 -1.53 0.93
C13 -1.86 2.81 0.94
H10 4.41 0.03 -1.49
C14 -1.30 1.77 0.20
C15 1.19 -2.41 -0.89
H11 -3.63 3.78 1.62
H12 3.05 -0.51 1.91
S1 -0.99 -2.82 0.75
O5 -0.54 -0.16 -1.64
H13 -2.07 -4.35 -0.47
H14 4.51 0.53 0.23
H15 -5.16 2.21 0.48
C16 -2.19 0.90 -0.46

Let us look at the Löwdin charges, expressed in e, one per atom: atom 1 (C): 0.031, atom 2 (H): 0.132, atom 3 (H): 0.124, atom 4 (H): 0.119, atom 5 (C): -0.034, atom 6 (C): -0.114, atom 7 (H): 0.123, atom 8 (N): -0.044, atom 9 (C): -0.053, atom 10 (N): 0.077, atom 11 (C): -0.051, atom 12 (H): 0.103, atom 13 (C): -0.286, atom 14 (O): 0.041, atom 15 (H): 0.039, atom 16 (C): -0.017, atom 17 (C): -0.056, atom 18 (H): 0.106, atom 19 (H): 0.120, atom 20 (C): -0.203, atom 21 (N): -0.333, atom 22 (C): -0.028, atom 23 (O): -0.286, atom 24 (C): 0.016, atom 25 (C): -0.505, atom 26 (O): 0.075, atom 27 (H): 0.120, atom 28 (O): -0.283, atom 29 (C): -0.010, atom 30 (H): 0.122, atom 31 (C): -0.118, atom 32 (C): -0.068, atom 33 (H): 0.110, atom 34 (H): 0.124, atom 35 (S): 0.631, atom 36 (O): 0.083, atom 37 (H): 0.074, atom 38 (H): 0.124, atom 39 (H): 0.108, atom 40 (C): -0.116